C19H36FeIN2O2P2S4 as an isolated structure, computed with wB97M-V/def2-TZVPD.

Results
E_LUMO (spin up / spin down): -2.0800 / -2.0782 eV
highest occupied orbital energy (spin up / spin down): -10.510 / -10.536 eV
relative energy (zero: lowest compared OMol25 entry of this formula, charge and spin): 5.1 kcal per mole
DFT total energy: -4842.291497 hartree

Geometry as ORCA input:
```
! wB97M-V def2-TZVPD RIJCOSX def2/J DEFGRID3
* xyz 1 1
Fe 0.12235 -0.81282 0.59290
O 1.68644 0.32072 0.47392
N 1.66643 1.47062 1.16134
C 2.77292 2.24660 1.06763
C 2.84396 3.44723 1.71108
C 1.74723 3.86487 2.47590
C 0.64021 3.06087 2.55636
C 0.58603 1.82787 1.88384
S -0.78181 0.78995 1.89871
H 3.55489 1.82906 0.45228
H 3.73741 4.04611 1.61942
H 1.77237 4.81103 2.99860
H -0.22554 3.34696 3.13681
C 0.59531 3.56979 -2.61185
C 0.50422 2.34911 -3.52472
S -0.00062 0.84520 -2.64331
C -1.57074 0.43503 -3.43992
C -2.74053 1.34001 -3.06729
S -3.15026 1.18068 -1.30958
C -2.83564 2.80901 -0.58269
C -1.39032 3.29868 -0.57054
S -0.98290 4.26004 -2.06553
H 1.07921 4.38311 -3.15650
H 1.21869 3.36039 -1.74013
H 1.48031 2.15509 -3.97251
H -0.20204 2.52657 -4.33556
H -1.78456 -0.58707 -3.11866
H -1.42445 0.41002 -4.52170
H -3.62232 1.05032 -3.64125
H -2.52336 2.38250 -3.29033
H -3.18066 2.67566 0.44461
H -3.49521 3.54256 -1.04819
H -0.70580 2.45841 -0.49227
H -1.24209 3.95171 0.29154
C 0.28078 -2.98169 -2.37119
P 1.14629 -2.18716 -0.98774
C 2.63191 -1.48837 -1.77228
C 1.85261 -3.60769 -0.06284
C 2.42099 -3.06454 1.25054
P 1.04924 -2.19863 2.08500
C 0.03759 -3.57133 2.72494
C 1.77014 -1.46129 3.57218
H -0.59161 -3.52529 -2.00923
H 0.94948 -3.67355 -2.88553
H -0.04454 -2.21843 -3.07861
H 3.30270 -2.28862 -2.08839
H 3.14060 -0.82389 -1.07753
H 2.32552 -0.90665 -2.63975
H 2.60410 -4.12606 -0.66082
H 1.04486 -4.31823 0.13560
H 3.20498 -2.32820 1.05411
H 2.84034 -3.84817 1.88461
H 0.67359 -4.38842 3.06810
H -0.63985 -3.93670 1.95420
H -0.55850 -3.22086 3.56776
H 2.27155 -2.20958 4.18722
H 0.98151 -0.98072 4.15166
H 2.49020 -0.69709 3.27707
N -3.89275 -1.73024 0.25124
C -2.78449 -1.71433 0.97625
O -1.66427 -1.81493 0.45420
C -2.89757 -1.68080 2.48196
I -4.45195 -0.46230 3.26605
H -3.81577 -1.64253 -0.74843
H -4.78798 -1.55852 0.68049
H -1.96274 -1.30076 2.87985
H -3.07608 -2.69035 2.84690
*
```

---

C19H32IrN5O6 as an isolated structure, computed with wB97M-V/def2-TZVPD.

Results
E_LUMO (spin up / spin down): -8.5959 / -11.0181 eV
highest occupied orbital energy (spin up / spin down): -15.192 / -15.147 eV
relative energy (zero: lowest compared OMol25 entry of this formula, charge and spin): 12.1 kcal per mole
DFT total energy: -1571.889349 hartree

Geometry as ORCA input:
```
! wB97M-V def2-TZVPD RIJCOSX def2/J DEFGRID3
* xyz 3 2
Ir 0.85586 -0.98541 0.44072
N 1.07100 -1.69888 -1.49472
C 2.51375 -1.85223 -1.88538
C 3.40912 -1.15780 -0.86666
N 2.92704 -1.44638 0.52234
C 3.66218 -0.63464 1.55603
C 2.87856 0.61227 1.89759
N 1.47445 0.19318 2.12797
C 3.08506 -2.90506 0.85035
C 2.01415 -3.30316 1.83444
N 0.71100 -2.89180 1.23715
H 0.64635 -0.93467 -2.05392
H 0.54797 -2.54579 -1.70925
H 2.74476 -2.91097 -1.97117
H 2.66912 -1.41785 -2.87202
H 4.44502 -1.48622 -0.97966
H 3.37731 -0.07578 -0.99488
H 3.76919 -1.25579 2.44490
H 4.66581 -0.40451 1.19717
H 3.29153 1.09715 2.78255
H 2.87496 1.32994 1.08121
H 1.35287 -0.27612 3.02324
H 0.84839 0.99567 2.13946
H 2.98003 -3.49068 -0.06068
H 4.08662 -3.09031 1.23997
H 2.03400 -4.37455 2.03204
H 2.11997 -2.78683 2.78846
H 0.42037 -3.58361 0.54696
H -0.01714 -2.87777 1.95386
O 0.32642 0.73461 -2.42551
C 0.54229 1.40148 -1.41881
O 0.96762 0.96807 -0.28237
C 0.38330 2.91594 -1.49086
N -0.29481 3.26886 -2.79376
C 0.42421 4.46914 -3.40901
C 1.32891 4.96723 -2.29122
C 1.70474 3.69076 -1.54061
H -0.24500 3.26702 -0.67341
H -1.28524 3.46522 -2.65435
H -0.24393 2.43707 -3.39573
H -0.31883 5.18588 -3.74596
H 0.98133 4.10247 -4.26771
H 0.79306 5.65617 -1.63711
H 2.19511 5.49055 -2.68918
H 2.09184 3.87948 -0.54229
H 2.45072 3.12298 -2.10312
O -0.82104 -0.86849 2.09187
C -1.67972 -0.81333 1.13588
O -1.11812 -0.79012 -0.03258
C -3.09146 -0.80880 1.30979
C -3.61232 -0.69703 2.60921
C -4.97645 -0.71159 2.84143
C -5.78721 -0.84669 1.72946
O -7.11217 -0.89375 1.70020
C -7.51038 -1.04551 0.32140
O -6.29993 -1.07082 -0.44726
C -5.27689 -0.95450 0.42568
C -3.94094 -0.93754 0.17643
H -2.93273 -0.59378 3.44430
H -5.39546 -0.62459 3.83312
H -8.11634 -0.19002 0.03156
H -8.04226 -1.98756 0.20785
H -3.54764 -1.03021 -0.82540
*
```

---

A 2-piece molecular cluster, C3H8N6O6 overall, computed with wB97M-V/def2-TZVPD.

Results
E_LUMO (spin up / spin down): -0.9435 / -0.9436 eV
highest occupied orbital energy (spin up / spin down): -7.969 / -7.969 eV
relative energy (zero: lowest compared OMol25 entry of this formula, charge and spin): 9.9 kcal per mole
DFT total energy: -898.742685 hartree

Geometry as ORCA input:
```
! wB97M-V def2-TZVPD RIJCOSX def2/J DEFGRID3
* xyz 0 1
C -0.51703 -0.04557 -1.51299
C -0.19770 0.62451 -0.14935
C 0.33632 -0.34657 0.92576
N -1.76190 -0.84623 -1.41837
N -0.47181 -1.39939 0.89863
N 0.99962 0.12743 1.96975
N -1.34890 1.38878 0.47795
N 0.73079 1.73693 -0.50283
N 2.20951 -1.17142 -0.00419
O -2.46418 1.31048 0.02426
O 0.24180 2.69071 -1.04855
O 2.18993 -1.73978 -1.08668
O -1.04502 1.96738 1.45389
O 1.86622 1.57826 -0.26989
O 3.08059 -1.22485 0.84023
H 0.16890 -0.74842 -1.79511
H -0.74365 0.80002 -2.15801
H -2.47488 -0.21672 -0.90932
H -2.20242 -1.09768 -2.37082
H -1.19363 -1.58232 0.25487
H -0.32051 -2.13723 1.64986
H 1.23535 -0.46907 2.77150
H 1.68262 0.80078 1.95939
*
```

---

An isolated ion of composition C9H12Br2NO and charge +1, computed with wB97M-V/def2-TZVPD.

Results
E_LUMO: -5.6503 eV
highest occupied orbital energy: -12.600 eV
relative energy (zero: lowest compared OMol25 entry of this formula, charge and spin): 26.8 kcal per mole
DFT total energy: -5627.792374 hartree

Geometry as ORCA input:
```
! wB97M-V def2-TZVPD RIJCOSX def2/J DEFGRID3
* xyz 1 1
C -1.40793 0.85225 -1.18106
C -0.32469 0.37487 -1.91132
C -0.14376 1.70130 1.08619
C 0.13967 0.44345 1.98395
C 0.49278 -1.52001 0.40748
C -1.36904 1.09451 0.34148
C -0.48299 -0.76818 1.35027
C 1.43177 -0.78108 -0.51677
C 0.93723 -0.16986 -1.76443
N -1.63065 -0.25327 0.68675
O 1.64672 -0.16518 -2.87067
Br -0.76286 0.32147 -3.83857
Br 3.19633 -1.69510 -0.72740
H -2.32650 0.92199 -1.70023
H -0.53999 2.49203 1.57862
H 0.64098 1.94787 0.42445
H 1.16503 0.15453 2.26117
H -0.42243 0.66269 2.84365
H 1.35285 -1.99440 1.12094
H -0.13811 -2.37132 -0.11769
H -2.31000 1.69432 0.63725
H -0.82179 -1.49218 2.11180
H 1.75847 -0.00308 0.16139
H -2.54193 -0.70416 0.50531
H 2.46084 -0.74343 -2.87255
*
```

---

An isolated molecule of C16H19BrFN5O, computed with wB97M-V/def2-TZVPD.

Results
E_LUMO: 0.3237 eV
highest occupied orbital energy: -8.250 eV
relative energy (zero: lowest compared OMol25 entry of this formula, charge and spin): 7.7 kcal per mole
DFT total energy: -3643.973251 hartree
SMILES string: O=C(Nc1[nH]ncc1Br)N1CCN(CCc2ccc(F)cc2)CC1

Geometry as ORCA input:
```
! wB97M-V def2-TZVPD RIJCOSX def2/J DEFGRID3
* xyz 0 1
O 0.53285 0.79069 3.51632
C 1.09594 0.90492 2.42555
N 2.47528 0.87188 2.43766
C 3.22585 0.98106 3.59363
N 2.77258 1.07403 4.90410
N 3.75356 1.03150 5.84949
C 4.85204 0.94684 5.13314
C 4.56735 0.96887 3.67101
Br 5.98298 1.03046 2.35221
N 0.36491 1.03221 1.27488
C 1.03007 1.19159 -0.01722
C 0.12786 1.81775 -1.10091
N -1.16294 1.10738 -1.21851
C -1.95601 1.16960 -2.44030
C -1.43580 0.09963 -3.41614
C -1.79517 -1.34577 -2.99668
C -3.08403 -1.79595 -3.16092
C -3.40359 -3.09109 -2.72003
C -2.46258 -3.91934 -2.11976
F -2.78916 -5.12423 -1.61361
C -1.13554 -3.48283 -2.07841
C -0.80320 -2.18785 -2.52899
C -1.65431 0.41486 -0.03877
C -1.08159 0.95110 1.26382
H 2.95735 1.01541 1.56122
H 1.78293 0.92280 5.13908
H 5.83141 0.82904 5.54648
H 1.93300 1.81608 0.05063
H 1.37523 0.23678 -0.36396
H 0.65796 1.72581 -2.06969
H 0.01207 2.87317 -0.89834
H -3.01286 1.02923 -2.21682
H -1.82214 2.14740 -2.88665
H -0.33549 0.22076 -3.47744
H -1.86897 0.28271 -4.40726
H -3.89820 -1.16272 -3.54001
H -4.43436 -3.41883 -2.78804
H -0.40539 -4.13636 -1.63959
H 0.22947 -1.87757 -2.45064
H -1.35869 -0.63348 -0.14451
H -2.74890 0.52777 0.00115
H -1.43171 0.24568 2.03425
H -1.48009 1.91901 1.57853
*
```

---

C4H7O3 as an isolated structure, computed with wB97M-V/def2-TZVPD.

Results
E_LUMO: 3.5738 eV
highest occupied orbital energy: -2.631 eV
relative energy (zero: lowest compared OMol25 entry of this formula, charge and spin): 102.3 kcal per mole
DFT total energy: -382.245615 hartree

Geometry as ORCA input:
```
! wB97M-V def2-TZVPD RIJCOSX def2/J DEFGRID3
* xyz -1 1
O 2.32562 1.02348 -0.11078
C 1.34513 0.26869 -0.16736
O 1.24334 -0.58375 -1.31173
C 0.08997 0.62548 0.47381
C -1.07242 -0.42634 0.49727
C -2.03083 -0.11913 -0.66567
O -1.75246 -0.66314 1.62569
H -0.04033 1.68300 0.70326
H 0.96051 -0.03550 1.06572
H -0.47615 -1.37886 0.29791
H -2.77896 -0.92678 -0.63265
H -2.65582 0.79253 -0.42510
H -1.54744 -0.01326 -1.63116
H 1.96407 -0.19592 -1.82903
*
```